(1)
Density functional theory data (ωB97M-V/def2-TZVPD) for a structure of composition C35H33BCl3F5N8O2ReS2.

```
90
Properties=species:S:1:pos:R:3:mulliken_charge:R:1
Re 1.00933 -0.67232 -1.10318 2.16
C 0.84963 2.93445 -3.41209 -1.22
C 0.72935 2.27495 -2.20639 -0.06
N 1.09809 0.98396 -2.35354 0.16
N 1.46152 0.81682 -3.65810 -0.01
C 1.31613 1.97439 -4.30124 -0.36
B 1.92827 -0.56244 -4.19862 0.12
N 3.05938 -1.05440 -3.26412 0.13
C 4.30115 -1.43406 -3.56399 -0.07
C 4.94767 -1.83552 -2.40314 -1.52
C 4.01360 -1.66987 -1.40006 -0.26
N 2.86156 -1.19585 -1.92143 0.13
N 0.74200 -1.54706 -4.05349 0.21
C 0.07890 -2.28236 -4.94886 -0.02
C -0.90236 -3.01022 -4.29228 -1.41
C -0.77229 -2.65168 -2.96017 -0.20
N 0.22437 -1.75702 -2.81831 -0.27
H 0.64946 3.97466 -3.61662 0.50
H 0.45011 2.67503 -1.24672 0.53
H 1.56292 2.05160 -5.35108 0.50
H 2.30832 -0.47827 -5.32620 -0.05
H 4.65520 -1.38773 -4.58445 0.48
H 5.96102 -2.19132 -2.30589 0.47
H 4.11844 -1.83171 -0.33860 0.86
H 0.35040 -2.25664 -5.99483 0.49
H -1.60966 -3.69823 -4.72624 0.46
H -1.32124 -3.00827 -2.10235 0.50
C 4.74920 -4.07346 5.21916 -1.53
C 4.00112 -3.94660 3.91732 0.80
C 2.65042 -3.58073 3.90209 -0.89
C 1.94787 -3.47552 2.71824 -0.50
C 2.62062 -3.72296 1.52653 0.72
C 3.96836 -4.06665 1.50011 -0.42
C 4.64816 -4.17970 2.70182 -0.76
S 1.80530 -3.71696 -0.01612 0.39
C 0.58211 -4.98697 0.20437 -1.19
O 0.91447 -2.43306 -0.03522 -0.40
H 4.07044 -4.21488 6.05872 0.39
H 5.33611 -3.17177 5.41184 0.32
H 5.44390 -4.91279 5.18763 0.41
H 2.14531 -3.37597 4.83909 0.39
H 0.90485 -3.17851 2.72003 0.27
H 4.47691 -4.24788 0.55742 0.53
H 5.69825 -4.44667 2.70079 0.43
H -0.10724 -4.65614 0.98290 0.35
H 1.10830 -5.89118 0.50865 0.49
H 0.07107 -5.14053 -0.74622 0.44
F 1.86773 1.70415 0.36985 -0.20
C 1.89028 0.35155 0.61462 -0.09
F 3.21334 0.00860 0.69356 -0.31
C 1.31117 0.18175 2.08573 0.95
F 0.30251 -0.70387 2.11589 -0.22
F 2.25352 -0.23822 2.91872 -0.26
F 0.83200 1.34633 2.52068 -0.23
Cl 1.68745 6.68007 0.46180 -0.20
C 0.27632 5.70684 0.65433 0.30
C -0.38121 5.22079 -0.46023 -1.06
C -1.50803 4.43329 -0.27811 0.12
C -1.99642 4.11594 0.98726 -0.44
C -3.21040 3.22637 1.08667 0.12
C -2.91284 1.91249 1.84219 -0.87
N -2.35605 0.89518 0.93063 0.37
C -2.89979 -0.32926 0.61157 -1.10
C -1.99378 -0.95578 -0.17306 -0.57
N -0.90056 -0.11063 -0.35177 0.25
C -1.16471 0.99347 0.35227 -0.57
O -4.27982 3.90788 1.69927 -0.29
C -5.51621 3.88847 0.97085 -1.14
C -6.12796 2.52322 0.77291 0.32
C -6.65341 1.76965 1.77303 0.68
Cl -6.72759 2.18892 3.42933 -0.16
S -7.30765 0.28836 1.21190 -0.15
C -6.86694 0.64761 -0.40064 -0.48
C -6.25494 1.85623 -0.48889 -0.65
C -1.32459 4.64547 2.08680 0.80
Cl -1.86411 4.34485 3.70641 -0.16
C -0.19238 5.42830 1.92798 -0.84
H -0.02536 5.47744 -1.45199 0.56
H -2.04255 4.06477 -1.15013 0.41
H -3.47233 2.95189 0.05743 0.30
H -3.82759 1.53491 2.27768 0.35
H -2.19336 2.06026 2.64187 0.27
H -3.87758 -0.63262 0.95944 0.59
H -2.04983 -1.93544 -0.61156 0.31
H -0.51854 1.84652 0.49055 0.56
H -5.36697 4.35849 -0.00510 0.36
H -6.18404 4.52232 1.54714 0.48
H -7.12179 -0.03404 -1.20090 0.46
H -5.94114 2.29413 -1.43030 0.43
H 0.31939 5.82137 2.79720 0.50
```

The energy comes out at -4721.09442 Ha. Its HOMO energy (spin up / spin down) is -12.70 / -12.70 eV. As for the gap between HOMO and LUMO (spin up / spin down): 7.9 / 5.7 eV. The energy above the lowest of the compared OMol25 structures with the same formula, charge and spin is 0.00 kcal per mole. The spin multiplicity is 4. As for the charge: +2.

(2)
Density functional theory data (ωB97M-V/def2-TZVPD) for a structure of composition C35H33Br2N6O3S2W.

```
82
Properties=species:S:1:pos:R:3:mulliken_charge:R:1
W -0.81253 0.30798 -0.87586 1.70
C 3.58848 1.02887 -0.27400 -0.73
N 3.27487 -0.37317 -0.55851 0.11
C 4.12295 -1.25113 -1.20153 -0.30
C 3.49834 -2.45084 -1.25526 -0.66
N 2.28124 -2.27743 -0.64236 0.31
C 2.14866 -1.01267 -0.22446 -0.42
S 0.82044 -0.39717 0.72296 0.08
H 4.65380 1.11194 -0.07841 0.44
H 3.03390 1.34504 0.60625 0.13
H 3.32296 1.64971 -1.12772 0.32
H 5.09572 -0.95088 -1.55031 0.52
H 3.81933 -3.39467 -1.65898 0.47
H 1.57014 -2.98043 -0.50316 0.16
C 0.50662 4.30256 -2.30295 -1.14
C 0.06471 2.99917 -2.23275 -0.27
N 0.17909 2.27570 -1.10233 0.65
C 0.72827 2.84880 -0.01253 0.01
C 1.19113 4.15601 0.00706 0.42
C 1.07193 4.88374 -1.18239 -0.84
C 1.80201 4.83682 1.16278 -0.82
C 2.03609 4.53418 2.44620 -0.62
C 1.78859 3.37445 3.32448 0.83
C 2.33600 3.41627 4.60164 -0.80
C 2.11212 2.33839 5.44191 -0.39
N 1.39219 1.28516 5.05825 -0.51
C 0.90917 1.33989 3.82949 -0.45
N 1.05840 2.31565 2.93682 -0.10
H 0.40249 4.85150 -3.22796 0.49
H -0.37764 2.51367 -3.08772 0.46
H 0.79955 2.25463 0.88799 0.76
H 1.42057 5.90846 -1.22307 0.49
H 2.13984 5.83171 0.89161 0.31
H 2.53499 5.33088 2.98683 0.35
H 2.91802 4.26438 4.93357 0.45
H 2.51583 2.31519 6.44692 0.44
H 0.32008 0.48195 3.51308 0.58
Br 0.69151 -3.91550 -8.15888 -0.05
C 0.43220 -3.02214 -6.54690 0.04
C 0.56256 -1.63220 -6.50583 -0.66
C 0.36933 -0.96747 -5.31669 -0.50
C 0.04294 -1.69231 -4.15985 0.37
C -0.08327 -3.09045 -4.21292 -0.43
C 0.10961 -3.75540 -5.40145 -0.78
C -0.17495 -1.01574 -2.92424 0.54
O -0.44725 -1.59161 -1.79291 -0.58
O -0.13869 0.27528 -2.78403 -0.59
H 0.81284 -1.09087 -7.40713 0.47
H 0.46966 0.10887 -5.27433 0.47
H -0.33968 -3.64256 -3.31759 0.46
H 0.01103 -4.82986 -5.46122 0.48
Br -3.19724 1.36370 -2.25105 0.04
C -3.23835 1.96289 -0.44081 0.45
C -4.28648 2.66197 0.09273 -0.68
C -4.17397 3.02350 1.43146 -0.56
C -3.02587 2.69707 2.14340 -0.87
C -2.01545 2.00548 1.51139 -0.37
N -2.12720 1.62819 0.22066 0.54
H -5.15604 2.90654 -0.50011 0.55
H -4.98083 3.56372 1.90935 0.49
H -2.91258 2.97937 3.18034 0.56
H -1.08555 1.76414 2.01300 0.64
C -0.49685 -5.13616 4.20619 -1.48
C -0.99375 -4.18464 3.15887 0.69
C -1.20886 -2.83670 3.45040 -0.93
C -1.68289 -1.96845 2.48631 -0.44
C -1.94770 -2.44588 1.20565 0.61
C -1.75381 -3.78621 0.88853 -0.55
C -1.27072 -4.63860 1.86750 -0.95
S -2.64834 -1.25610 0.10693 1.47
C -3.26479 -2.22516 -1.25957 -1.21
O -3.76805 -0.57129 0.75131 -0.74
H -0.44258 -4.66500 5.18469 0.38
H 0.49699 -5.50602 3.94872 0.34
H -1.15366 -6.00333 4.27763 0.39
H -1.02200 -2.47193 4.45255 0.40
H -1.89062 -0.93252 2.73457 0.53
H -1.98861 -4.18491 -0.08765 0.39
H -1.13442 -5.68707 1.63295 0.48
H -4.06383 -2.84256 -0.84604 0.57
H -2.47423 -2.82853 -1.69066 0.26
H -3.67793 -1.53779 -1.99079 0.31
```

The energy comes out at -7918.44518 Ha. Its HOMO energy (spin up / spin down) is -15.88 / -15.98 eV. As for the gap between HOMO and LUMO (spin up / spin down): 6.9 / 6.6 eV. The energy above the lowest of the compared OMol25 structures with the same formula, charge and spin is 30.73 kcal per mole. The spin multiplicity is 3. As for the charge: +3.